{
  "formula": "C25H52CoGeN2O4SSe",
  "method": "ωB97M-V/def2-TZVPD",
  "symbols": ["Co", "C", "C", "C", "C", "O", "Ge", "O", "C", "C", "C", "C", "O", "C", "C", "C", "C", "H", "H", "H", "H", "H", "H", "H", "H", "H", "H", "H", "H", "H", "H", "H", "H", "H", "H", "H", "H", "H", "H", "H", "H", "H", "H", "H", "N", "C", "C", "N", "H", "H", "H", "H", "H", "H", "H", "H", "C", "S", "C", "O", "H", "H", "H", "H", "H", "H", "C", "C", "C", "C", "C", "C", "Se", "C", "C", "C", "H", "H", "H", "H", "H", "H", "H", "H", "H", "H", "H"],
  "coordinates": [[-0.1775, -0.6542, 0.6097], [-0.9136, 3.7827, -1.2743], [0.5790, 3.4341, -1.1723], [1.2848, 4.5328, -0.3710], [1.1926, 3.3794, -2.5752], [0.6943, 2.1630, -0.5543], [1.6815, 1.7112, 0.9263], [1.7814, -0.3291, 0.5433], [3.0096, -0.9509, 0.2264], [2.8778, -2.4530, 0.4914], [4.1149, -0.3873, 1.1321], [3.3898, -0.6861, -1.2316], [-0.0188, 0.7863, 1.8780], [-0.1137, 0.6966, 3.2829], [-0.4372, -0.7430, 3.7098], [1.1993, 1.1187, 3.9516], [-1.2365, 1.6493, 3.7222], [-1.0342, 4.7762, -1.6975], [-1.4263, 3.0661, -1.9123], [-1.3568, 3.7683, -0.2813], [1.1655, 5.4924, -0.8652], [0.8626, 4.5915, 0.6321], [2.3490, 4.3095, -0.2895], [1.0376, 4.3260, -3.0852], [2.2610, 3.1825, -2.5044], [0.7283, 2.5855, -3.1583], [2.5311, -2.6034, 1.5145], [2.1501, -2.8614, -0.1983], [3.8287, -2.9612, 0.3594], [3.8017, -0.4261, 2.1726], [5.0292, -0.9642, 1.0174], [4.3193, 0.6472, 0.8644], [2.6413, -1.0996, -1.8998], [3.4296, 0.3894, -1.3946], [4.3556, -1.1256, -1.4579], [0.1912, -1.4308, 3.1408], [-0.2442, -0.8725, 4.7705], [-1.4824, -0.9683, 3.5235], [2.0078, 0.4791, 3.6046], [1.4321, 2.1510, 3.6957], [1.1211, 1.0391, 5.0297], [-2.1601, 1.4001, 3.2061], [-1.4035, 1.5837, 4.7919], [-0.9621, 2.6695, 3.4639], [-1.7115, 0.5530, -0.1336], [-3.1119, 0.1679, -0.1854], [-3.4174, -0.6573, 1.0663], [-2.3873, -1.6929, 1.1594], [-1.5678, 1.3282, 0.5113], [-1.3575, 0.8755, -1.0320], [-3.2727, -0.4507, -1.0713], [-3.7806, 1.0334, -0.2394], [-4.4315, -1.0755, 1.0094], [-3.3553, -0.0255, 1.9556], [-2.5462, -2.3424, 0.3934], [-2.4932, -2.2071, 2.0260], [-0.2285, -4.4908, 1.0799], [-0.7136, -3.7079, -0.5130], [0.4354, -4.6578, -1.5749], [-0.1431, -2.3209, -0.4819], [-0.5063, -5.5384, 1.0544], [-0.7704, -3.9876, 1.8746], [0.8378, -4.3863, 1.2427], [0.1026, -5.6902, -1.6046], [1.4471, -4.6003, -1.1875], [0.3928, -4.2276, -2.5709], [-1.5858, -1.8675, -8.4768], [-1.2101, -1.5222, -7.0720], [-0.0087, -1.9519, -6.5170], [0.3665, -1.6013, -5.2338], [1.6778, -2.0725, -4.6828], [-0.4840, -0.7836, -4.4671], [0.1199, -0.1750, -2.7732], [-1.7206, -0.3739, -4.9953], [-2.6830, 0.4786, -4.2287], [-2.0559, -0.7489, -6.2846], [-0.8671, -2.5516, -8.9199], [-1.6232, -0.9627, -9.0828], [-2.5732, -2.3246, -8.5096], [0.6605, -2.5633, -7.1066], [2.1077, -2.8444, -5.3157], [1.5580, -2.4690, -3.6752], [2.3783, -1.2399, -4.6220], [-2.3910, 0.5522, -3.1845], [-3.6860, 0.0612, -4.2890], [-2.7085, 1.4813, -4.6519], [-2.9996, -0.4146, -6.6927]],
  "mol_weight_g_mol": 687.27,
  "multiplicity": 3,
  "homo_ev": [-10.382, -10.519],
  "homo_lumo_gap_ev": [8.13, 6.52],
  "total_energy_ha": -7653.3854,
  "total_charge": 1,
  "max_force_ev_per_a": 1.49
}


{
  "formula": "C24H34AsNO8P2PdSi",
  "method": "ωB97M-V/def2-TZVPD",
  "symbols": ["Pd", "O", "P", "O", "O", "O", "P", "O", "O", "O", "H", "H", "C", "As", "C", "C", "O", "H", "H", "H", "H", "H", "H", "H", "H", "H", "C", "N", "C", "C", "C", "C", "C", "C", "C", "C", "H", "H", "H", "H", "H", "H", "H", "H", "H", "H", "H", "H", "C", "C", "C", "C", "C", "C", "Si", "C", "C", "C", "C", "C", "C", "H", "H", "H", "H", "H", "H", "H", "H", "H", "H", "H"],
  "coordinates": [[1.1223, 0.4766, 1.5374], [5.1900, -1.1779, 2.7304], [3.9643, -1.2709, 1.6947], [3.7743, -2.6760, 1.2462], [3.9829, -0.1613, 0.7029], [2.6700, -0.9638, 2.7462], [2.6183, 0.1719, 3.9277], [1.3231, -0.3959, 4.7206], [3.8511, 0.0772, 4.7594], [2.1963, 1.4668, 3.3003], [4.9318, -0.7038, 3.5546], [1.3547, -1.3582, 4.7630], [-4.7986, -0.3114, -1.5453], [-3.9412, 1.0557, -0.4744], [-5.0854, 2.6091, -0.6642], [-2.3585, 1.5347, -1.4700], [-3.8486, 0.6071, 1.0958], [-5.0530, 0.0644, -2.5367], [-5.6934, -0.6458, -1.0236], [-4.1025, -1.1454, -1.6317], [-5.1860, 2.8913, -1.7130], [-4.6214, 3.4225, -0.1078], [-6.0620, 2.3871, -0.2368], [-2.3946, 1.0514, -2.4463], [-1.4813, 1.1993, -0.9229], [-2.3141, 2.6180, -1.5766], [1.0642, 1.9029, -3.0650], [1.6820, 1.3372, -1.8937], [2.8680, 0.5787, -2.2366], [1.9836, 2.3372, -0.8788], [0.7471, 2.8352, -0.1688], [0.2099, 4.0800, -0.4872], [-0.9167, 4.5660, 0.1637], [-1.5078, 3.7857, 1.1498], [-0.9865, 2.5364, 1.4687], [0.1586, 2.0393, 0.8268], [0.7873, 1.1010, -3.7546], [1.7408, 2.6012, -3.6021], [0.1650, 2.4556, -2.7930], [2.6037, -0.2232, -2.9296], [3.2938, 0.1426, -1.3316], [3.6335, 1.2195, -2.7189], [2.5325, 3.1909, -1.3271], [2.6425, 1.8627, -0.1477], [0.6959, 4.6798, -1.2525], [-1.3154, 5.5443, -0.0833], [-2.3807, 4.1515, 1.6827], [-1.4883, 1.9353, 2.2159], [1.7772, -3.1277, -3.5163], [2.4342, -3.1720, -2.2937], [1.9183, -2.5082, -1.1868], [0.7154, -1.7986, -1.2706], [0.0696, -1.7687, -2.5097], [0.5894, -2.4159, -3.6244], [-0.0622, -0.8981, 0.2115], [-0.5859, -2.2207, 1.4800], [0.3073, -3.1579, 2.0098], [-0.0920, -4.0408, 3.0061], [-1.3919, -4.0075, 3.4961], [-2.2893, -3.0768, 2.9872], [-1.8872, -2.1926, 1.9942], [2.1888, -3.6389, -4.3802], [3.3675, -3.7144, -2.1932], [2.4812, -2.5467, -0.2591], [-0.8615, -1.2167, -2.6058], [0.0672, -2.3667, -4.5747], [-1.3717, -0.5006, -0.3942], [1.3426, -3.1841, 1.6847], [0.6267, -4.7458, 3.4087], [-1.7003, -4.6949, 4.2768], [-3.3033, -3.0318, 3.3707], [-2.5920, -1.4565, 1.6159]],
  "mol_weight_g_mol": 735.91,
  "homo_ev": -2.246,
  "homo_lumo_gap_ev": 6.29,
  "total_energy_ha": -4927.8160,
  "total_charge": -2,
  "max_force_ev_per_a": 0.44
}


{
  "formula": "C3H7N3",
  "method": "ωB97M-V/def2-TZVPD",
  "symbols": ["H", "N", "C", "N", "N", "C", "C", "H", "H", "H", "H", "H", "H"],
  "coordinates": [[3.0261, -1.4642, -0.8900], [2.2013, -1.3740, -1.5330], [1.0392, -0.9524, -1.0148], [0.7489, -0.4820, 0.3255], [-0.4100, 0.5223, -0.1465], [-1.6728, 0.2231, 0.2240], [-0.9975, 1.3153, 0.9750], [0.2264, -1.3950, -1.6301], [1.3540, 0.3611, 0.4388], [-2.5817, 0.6164, -0.1533], [-1.6446, -0.6985, 0.7387], [-1.0041, 2.4261, 0.8600], [-0.2851, 0.9018, 1.8057]],
  "mol_weight_g_mol": 85.11,
  "homo_ev": -9.304,
  "homo_lumo_gap_ev": 10.39,
  "total_energy_ha": -282.5939,
  "max_force_ev_per_a": 5.65
}


{
  "formula": "C5H7N",
  "method": "ωB97M-V/def2-TZVPD",
  "symbols": ["C", "C", "C", "C", "C", "N", "H", "H", "H", "H", "H", "H", "H"],
  "coordinates": [[1.7904, -0.4472, 0.8181], [-1.2966, 1.5914, -0.4776], [-0.4558, 0.7028, 0.0876], [0.4283, -1.7853, 0.2820], [0.7338, -0.3595, -0.2437], [1.4399, -1.5861, 1.2714], [2.4345, 0.1919, 1.2897], [-2.0312, 2.1629, -0.1044], [-1.0720, 2.0080, -1.4570], [1.1292, -0.2909, -1.2662], [-0.6348, 0.5022, 1.1450], [-0.6330, -1.8468, 0.7723], [0.7078, -2.7216, -0.2801]],
  "mol_weight_g_mol": 81.12,
  "homo_ev": -9.847,
  "homo_lumo_gap_ev": 10.94,
  "total_energy_ha": -249.3457,
  "max_force_ev_per_a": 5.67
}


{
  "formula": "C10H15N7O4",
  "method": "ωB97M-V/def2-TZVPD",
  "symbols": ["C", "C", "C", "C", "N", "N", "N", "C", "N", "O", "N", "C", "O", "C", "C", "N", "O", "N", "C", "O", "C", "H", "H", "H", "H", "H", "H", "H", "H", "H", "H", "H", "H", "H", "H", "H"],
  "coordinates": [[-1.5898, -2.2334, 2.0376], [-1.5678, -3.2782, 0.9256], [-2.2817, -2.8362, -0.3556], [-1.4335, -1.9612, -1.2780], [-1.0662, -0.6900, -0.6734], [0.1433, -0.3690, -0.2930], [1.0345, -1.2673, -0.4326], [2.3044, -0.8915, -0.1376], [3.2500, -1.7454, 0.1537], [4.3822, -1.0526, 0.3042], [4.1931, 0.2735, 0.0929], [2.9274, 0.4271, -0.1787], [2.3147, 1.5585, -0.4699], [3.1423, 2.7089, -0.4855], [-2.0302, 0.2545, -0.4738], [-3.2715, 0.1398, -0.8639], [-3.9040, 1.2675, -0.4991], [-3.0704, 2.1212, 0.1336], [-1.9013, 1.5457, 0.1793], [-0.8042, 2.0295, 0.7221], [-0.9250, 3.3218, 1.2933], [-1.2173, -2.6692, 2.9618], [-2.6054, -1.8824, 2.2121], [-0.9631, -1.3770, 1.8046], [-2.0644, -4.1775, 1.2959], [-0.5340, -3.5423, 0.6947], [-2.5546, -3.7210, -0.9334], [-3.2027, -2.3063, -0.1069], [-1.9963, -1.7409, -2.1884], [-0.4939, -2.4615, -1.5226], [3.5878, 2.8724, 0.4983], [2.4954, 3.5405, -0.7552], [3.9449, 2.5948, -1.2175], [0.0559, 3.5612, 1.6968], [-1.2160, 4.0508, 0.5340], [-1.6763, 3.3223, 2.0860]],
  "mol_weight_g_mol": 297.27,
  "homo_ev": -8.906,
  "homo_lumo_gap_ev": 8.77,
  "total_energy_ha": -1074.0663,
  "max_force_ev_per_a": 2.62
}